[1]
{"formula": "C9H21O4", "method": "wB97M-V/def2-TZVPD", "e_tot_ev": -17857.593, "s_squared": 0.755, "homo_ev": [-7.44, -8.34], "e_above_lowest_kj_mol": 140.2, "spin_multiplicity": 2, "species": ["C", "O", "C", "H", "H", "H", "H", "H", "C", "O", "C", "C", "O", "C", "H", "H", "H", "H", "H", "H", "H", "H", "H", "C", "O", "C", "C", "H", "H", "H", "H", "H", "H", "H"], "positions_angstrom": [[-1.2011, 0.8677, -1.2165], [-0.6340, -0.3617, -0.8391], [0.5256, -0.3099, -0.0304], [-1.6750, 1.3793, -0.3623], [-0.4432, 1.5520, -1.6363], [-1.9587, 0.6614, -1.9830], [0.8820, 0.7363, 0.0112], [0.9107, -1.3426, -0.0542], [0.0402, -0.4386, 1.7285], [-0.7424, 0.5974, 2.2294], [-2.1172, 0.3060, 2.3687], [-2.8760, 1.5342, 2.8246], [-3.0443, 2.5143, 1.8279], [-2.0281, 3.4881, 1.7583], [-0.4489, -1.4195, 1.8236], [1.0087, -0.4526, 2.2455], [-2.2598, -0.4918, 3.1202], [-2.5302, -0.0503, 1.4102], [-3.8835, 1.2104, 3.1235], [-2.3818, 1.9665, 3.7133], [-2.3280, 4.2162, 0.9938], [-1.9157, 4.0093, 2.7249], [-1.0591, 3.0482, 1.4776], [3.2954, -3.7059, -2.7152], [3.3818, -2.4168, -2.1658], [2.3492, -1.5622, -2.5938], [2.3258, -0.3243, -1.7655], [4.1557, -4.2837, -2.3557], [2.3660, -4.2094, -2.3944], [3.3191, -3.6767, -3.8190], [1.3741, -2.0903, -2.5146], [2.4780, -1.3149, -3.6666], [2.0207, 0.5928, -2.2748], [3.0941, -0.2290, -0.9941]]}


[2]
{"formula": "C9H22AlN3O4", "method": "wB97M-V/def2-TZVPD", "e_tot_ev": -28922.258, "total_charge": 2, "homo_ev": -13.26, "e_above_lowest_kj_mol": 165.8, "species": ["Al", "O", "H", "C", "O", "N", "C", "C", "H", "H", "H", "H", "H", "H", "H", "C", "O", "N", "C", "C", "H", "H", "H", "H", "H", "H", "H", "C", "O", "N", "C", "C", "H", "H", "H", "H", "H", "H", "H"], "positions_angstrom": [[5.2232, -3.6272, -4.2962], [1.9424, -0.3964, -2.6175], [1.2894, -0.1862, -1.9219], [1.0862, -5.5168, 1.0183], [1.6382, -5.2205, -0.0432], [0.8656, -4.5989, 2.0194], [0.1118, -4.9549, 3.2498], [1.2306, -3.1866, 1.8687], [0.8185, -6.5558, 1.2650], [0.7280, -4.8371, 4.1412], [-0.3599, -5.9327, 3.3476], [-0.6883, -4.2158, 3.2926], [1.7685, -2.8636, 2.7600], [1.9784, -3.0332, 1.0907], [0.3601, -2.6047, 1.5659], [3.6062, 3.9949, 2.3664], [2.9995, 3.7749, 1.3226], [3.0868, 3.6721, 3.5827], [3.8273, 3.9574, 4.7751], [1.7494, 2.9793, 3.7723], [4.6117, 4.4387, 2.4319], [3.7460, 3.0540, 5.3797], [3.4071, 4.7596, 5.3816], [4.8733, 4.1975, 4.5841], [1.0677, 3.7031, 4.2189], [1.2613, 2.7458, 2.8260], [1.8504, 2.1417, 4.4624], [-3.0695, 1.1045, -4.5354], [-2.2951, 2.0378, -4.6682], [-4.2814, 1.1312, -5.1707], [-4.7839, 2.2428, -5.9180], [-5.2873, 0.1312, -4.8287], [-2.8352, 0.1626, -4.0156], [-4.0568, 2.7601, -6.5440], [-5.2766, 2.9464, -5.2469], [-5.5179, 2.0226, -6.6931], [-5.8579, 0.4459, -3.9549], [-6.0355, 0.1435, -5.6213], [-4.7822, -0.8175, -4.6473]]}


[3]
{"formula": "C9H22BrN2OS", "method": "wB97M-V/def2-TZVPD", "e_tot_ev": -95588.513, "total_charge": 1, "homo_ev": -11.32, "species": ["S", "C", "C", "C", "C", "C", "N", "C", "Br", "C", "N", "H", "H", "H", "H", "H", "H", "H", "H", "H", "H", "H", "H", "H", "H", "H", "H", "C", "C", "O", "H", "H", "H", "H", "H", "H"], "positions_angstrom": [[3.2915, 0.0861, -1.3786], [2.7482, 1.1667, -0.0340], [1.2639, 1.5829, -0.0105], [0.3551, 0.9469, -1.0636], [-1.1145, 1.2738, -0.7933], [-1.7881, 0.1500, -0.0254], [-3.1840, 0.6070, 0.3530], [-3.9889, 1.0152, -0.8467], [-4.4867, -0.5887, -1.7930], [-3.2078, 1.9856, -1.7127], [-1.8909, 1.4621, -2.0158], [2.7603, -1.0538, -0.9221], [3.3663, 2.0550, -0.1415], [3.0258, 0.7159, 0.9156], [1.1880, 2.6656, -0.1306], [0.8451, 1.3703, 0.9790], [0.6123, 1.3194, -2.0520], [0.4895, -0.1359, -1.0685], [-1.1819, 2.1787, -0.1583], [-1.2454, -0.0813, 0.8887], [-1.8998, -0.7306, -0.6483], [-3.0789, 1.4092, 0.9753], [-3.6698, -0.1329, 0.8573], [-4.9094, 1.4647, -0.4862], [-3.1523, 2.9547, -1.1923], [-3.7836, 2.1377, -2.6217], [-1.4135, 2.0836, -2.6542], [2.8619, -3.6558, 2.5674], [2.8999, -2.5601, 1.5224], [2.0630, -2.8567, 0.3976], [3.1674, -4.6058, 2.1309], [3.5280, -3.4236, 3.3983], [1.8519, -3.7796, 2.9671], [3.9038, -2.4486, 1.1170], [2.6077, -1.5984, 1.9622], [1.1659, -2.9793, 0.7176]]}


[4]
{"formula": "C9H22CaNO9S", "method": "wB97M-V/def2-TZVPD", "e_tot_ev": -58886.103, "total_charge": -1, "homo_ev": -3.65, "e_above_lowest_kj_mol": 0.2, "species": ["Ca", "S", "O", "O", "O", "O", "C", "C", "O", "O", "H", "H", "H", "C", "O", "H", "H", "H", "H", "C", "O", "C", "C", "N", "C", "C", "O", "C", "H", "H", "H", "H", "H", "H", "H", "H", "H", "H", "H", "H", "H", "H", "H"], "positions_angstrom": [[0.4438, 0.0783, 0.6309], [2.8246, 1.5964, 0.2021], [2.6393, 0.1941, -0.1608], [4.0133, 1.8749, 1.0113], [3.0821, 2.3538, -1.0049], [1.5798, 2.0135, 0.8591], [-1.0058, -3.8537, 1.3510], [-0.5545, -2.4384, 0.8940], [-1.2755, -1.4619, 1.1602], [0.4644, -2.2700, 0.2017], [-1.5352, -3.8812, 2.3034], [-0.1653, -4.5438, 1.4253], [-1.7203, -4.2854, 0.6501], [1.3131, -1.2189, 3.7144], [1.8194, -0.5796, 2.5407], [0.5909, -0.5006, 4.1025], [0.6106, -2.0080, 3.4462], [2.0967, -1.4612, 4.4323], [2.4997, -1.1910, 2.2492], [-1.7516, 1.2499, 2.8619], [-1.2385, 1.3128, 1.5214], [-2.2219, 1.7880, 0.5718], [-1.5171, 2.1809, -0.7150], [-0.8027, 1.0270, -1.2899], [-0.1166, 1.5410, -2.4858], [0.7665, 0.4805, -3.0320], [-0.0463, -0.4432, -3.7905], [0.6434, -1.2807, -4.7097], [-1.0555, 0.9818, 3.6567], [-2.4985, 0.4596, 2.9377], [-2.2828, 2.1464, 3.1814], [-2.7843, 2.6490, 0.9328], [-2.9230, 0.9868, 0.3381], [-0.8968, 3.0657, -0.5723], [-2.2660, 2.4624, -1.4552], [-1.5642, 0.5348, -1.7348], [0.5074, 2.3969, -2.2284], [-0.8567, 1.8494, -3.2241], [1.2667, -0.0681, -2.2339], [1.4657, 0.8781, -3.7676], [1.2134, -0.7498, -5.4722], [-0.1048, -1.9510, -5.1328], [1.3433, -1.9152, -4.1660]]}


[5]
{"formula": "C9H22CeClI2N3OP", "method": "wB97M-V/def2-TZVPD", "e_tot_ev": -67135.531, "s_squared": 0.751, "total_charge": 2, "homo_ev": [-14.65, -14.65], "e_above_lowest_kj_mol": 4.9, "spin_multiplicity": 2, "species": ["I", "I", "Ce", "P", "C", "C", "H", "H", "H", "C", "H", "H", "H", "H", "H", "H", "C", "O", "Cl", "C", "N", "C", "C", "N", "N", "C", "C", "H", "H", "H", "H", "H", "H", "H", "H", "H", "H", "H", "H", "H"], "positions_angstrom": [[-0.4659, 5.0681, -0.8056], [1.8402, 4.0451, -1.7547], [0.0405, 0.3829, 0.3511], [-1.5110, -0.2441, -1.7623], [-0.9635, -0.9677, -3.3368], [-2.9948, -1.2532, -1.3304], [-2.7199, 1.8560, -1.4026], [-3.0787, 1.2108, -3.0461], [-1.5103, 2.0354, -2.6680], [-2.2866, 1.3534, -2.2832], [-3.4515, -0.8593, -0.4071], [-3.7589, -1.2743, -2.1324], [-1.7659, -1.0351, -4.0997], [-0.5652, -1.9804, -3.1576], [-2.6756, -2.2863, -1.1136], [-0.1350, -0.3691, -3.7509], [1.5572, -0.8491, -1.3510], [2.4623, -1.3231, -1.8928], [-2.1742, 1.1419, 1.5050], [1.1651, 1.4320, 4.6421], [2.2657, 0.4891, 4.3208], [3.2456, 0.2468, 5.3618], [2.3087, -0.0977, 3.1142], [1.3395, 0.2701, 2.2316], [3.1933, -1.0002, 2.6610], [4.3071, -1.6301, 3.3378], [3.0881, -1.4359, 1.2560], [1.3602, 1.7417, 5.6696], [0.1702, 0.9579, 4.5988], [1.1622, 2.3314, 4.0032], [3.1901, -0.8037, 5.6856], [4.2531, 0.5045, 5.0021], [2.9572, 0.9111, 6.1833], [0.7093, 0.9484, 2.7056], [4.1690, -2.7195, 3.2557], [5.2214, -1.3816, 2.7764], [4.4012, -1.3351, 4.3784], [2.1465, -1.9592, 1.0364], [3.2729, -0.6200, 0.5463], [3.8951, -2.1649, 1.1132]]}